1 | This record from OMol25 describes the ion C2H7IN with charge +1. The level of theory is wB97M-V/def2-TZVPD.

Structure (XYZ):
```
11
Properties=species:S:1:pos:R:3
C 0.50836 -0.71961 0.87498
C 0.72860 0.10855 -0.43332
N -0.51513 0.94800 -0.70691
I 2.41503 1.45371 -0.24203
H 0.30347 -0.12795 1.83622
H -0.20456 -1.64809 0.80331
H 1.41406 -1.13914 1.04699
H 1.01423 -0.61959 -1.26982
H -0.68550 1.58313 -1.50418
H -1.20178 0.13398 -0.75680
H -0.45037 1.53496 0.13924
```

## Properties
- frontier orbital gap (eV) = 10.04
- E_LUMO (eV) = -4.1138
- charge = +1
- SMILES = C[C@@H]([NH3+])I

Atom charges from the natural (NBO) analysis, given in e for atoms 1 to 5: atom 1 (C): -0.679, atom 2 (C): -0.209, atom 3 (N): -0.734, atom 4 (I): 0.209, atom 5 (H): 0.248


2 | This record from OMol25 describes a cluster of 2 separate species, C2H7IN in total. The level of theory is wB97M-V/def2-TZVPD.

Structure (XYZ):
```
11
Properties=species:S:1:pos:R:3
C -1.22857 0.07857 0.18103
C 1.00769 -0.25900 -0.68181
N 0.18256 -0.23288 0.50132
I 3.02554 -0.19491 -0.03071
H -1.82918 0.20862 1.08717
H -1.14958 1.05862 -0.34492
H -1.75734 -0.62150 -0.44381
H 0.78736 -0.98349 -1.46200
H 0.23428 1.58507 -1.14451
H 0.13201 -1.20145 1.13377
H 0.59522 0.56235 1.20446
```

## Properties
- frontier orbital gap (alpha / beta) (eV) = 8.22 / 8.30
- E_LUMO (alpha / beta) (eV) = -5.7930 / -5.4921
- charge = +1

Atom charges from the natural (NBO) analysis, given in e for atoms 1 to 5: atom 1 (C): -0.431, atom 2 (C): -0.271, atom 3 (N): -0.637, atom 4 (I): 0.295, atom 5 (H): 0.248


Short version: 2 is the least stable of them.


1 | This record from OMol25 describes the molecule C6H15OP. The level of theory is wB97M-V/def2-TZVPD.

Structure (XYZ):
```
23
Properties=species:S:1:pos:R:3
C -2.96394 1.52800 -0.66988
C 1.36105 -0.87338 1.23670
C 1.76614 -0.25692 -1.25967
C 1.76359 1.54478 0.50231
C -2.28917 -1.54698 0.01345
C 1.26071 0.13163 0.17533
O -0.14551 0.29899 -0.19883
P -1.66175 0.18622 0.26853
H -3.10859 0.92877 -1.58516
H -2.17299 2.16965 -1.11035
H 0.46590 -0.63732 1.91272
H 1.22015 -1.93018 0.92204
H 2.26710 -0.82305 1.75297
H 1.03605 -0.96761 -1.60017
H 2.81515 -0.73107 -1.44295
H 1.70928 0.67288 -1.87148
H 1.72779 1.85645 1.50326
H 2.82900 1.76286 0.25134
H 1.14815 2.25097 -0.14148
H -2.06790 -2.22346 0.76403
H -3.38208 -1.63491 -0.16999
H -1.81187 -1.98668 -0.92410
H -1.76623 0.28036 1.67138
```

## Properties
- frontier orbital gap (eV) = 8.07
- E_LUMO (eV) = 0.6208
- SMILES = C=[P@@H](C)OC(C)(C)C

Atom charges from the natural (NBO) analysis, given in e for atoms 1 to 5: atom 1 (C): -0.935, atom 2 (C): -0.633, atom 3 (C): -0.614, atom 4 (C): -0.640, atom 5 (C): -0.979


2 | This record from OMol25 describes a cluster of 3 separate species, C6H15OP in total. The level of theory is wB97M-V/def2-TZVPD.

Structure (XYZ):
```
23
Properties=species:S:1:pos:R:3
C 5.68111 -1.38837 -0.25736
C -2.05008 1.12653 0.55656
C -4.23057 -0.29986 0.55462
C -2.09502 -1.24181 -0.58251
C 2.07554 2.21270 -0.24021
C -2.82777 -0.05570 0.01595
O -2.54213 1.12881 -0.75332
P 4.15412 -2.04460 -0.24929
H 6.35428 -1.58448 0.48624
H 6.19644 -0.96482 -1.19739
H 1.53021 1.74299 0.46405
H -2.66042 1.73500 1.17720
H -0.95439 0.99109 0.65648
H -4.85508 0.65419 0.90797
H -4.19935 -0.99844 1.35191
H -4.78244 -0.92679 -0.07866
H -2.49420 -1.38072 -1.57805
H -1.00843 -1.04500 -0.66768
H -2.33974 -2.22609 -0.16832
H 2.29819 1.40331 -0.89827
H 1.45186 2.98447 -0.80407
H 3.02844 2.71307 0.19036
H 4.26941 -2.53548 1.11381
```

## Properties
- frontier orbital gap (eV) = 10.08
- E_LUMO (eV) = 0.1145
- SMILES = CC1(C)CO1.C=P.C

Atom charges from the natural (NBO) analysis, given in e for atoms 1 to 5: atom 1 (C): -0.786, atom 2 (C): -0.112, atom 3 (C): -0.635, atom 4 (C): -0.636, atom 5 (C): -0.841


Short version: 2 is the least stable of them.


1 | This record from OMol25 describes a cluster of 2 separate species, C2H7PS2 in total. The level of theory is wB97M-V/def2-TZVPD.

Structure (XYZ):
```
12
Properties=species:S:1:pos:R:3
C -0.51953 1.56065 0.73039
C -0.95069 -1.61953 -0.20118
P 2.00619 0.56903 -0.49803
S -0.92655 -1.49216 -1.87467
S 0.42918 0.05166 0.94948
H -1.17038 1.33294 -0.15933
H 0.23622 2.45459 0.80503
H -1.18083 1.67342 1.55215
H -0.17629 -2.36297 0.24450
H -1.88496 -1.42446 0.26726
H 1.48457 0.03465 -1.69788
H 2.65308 -0.77782 -0.11772
```

## Properties
- frontier orbital gap (eV) = 8.34
- E_LUMO (eV) = 0.2131
- SMILES = C=S.CSP

Atom charges from the natural (NBO) analysis, given in e for atoms 1 to 5: atom 1 (C): -0.775, atom 2 (C): -0.496, atom 3 (P): 0.198, atom 4 (S): -0.137, atom 5 (S): 0.079


2 | This record from OMol25 describes a cluster of 2 separate species, C2H7PS2 in total. The level of theory is wB97M-V/def2-TZVPD.

Structure (XYZ):
```
12
Properties=species:S:1:pos:R:3
C 2.34850 -0.31989 -0.19764
C -1.67550 -0.71035 -0.00935
P -0.10990 1.08034 -0.69394
S -3.25944 0.23093 -0.13901
S 1.44244 0.98786 0.62474
H 2.18930 -1.38254 0.33396
H 3.37224 -0.14009 -0.11751
H 2.26399 -0.46652 -1.23529
H -1.19634 -0.76345 0.92012
H -1.69692 -1.49587 -0.69790
H -0.67187 1.83999 0.34849
H -3.00651 1.13957 0.86336
```

## Properties
- frontier orbital gap (eV) = 7.83
- E_LUMO (eV) = 0.2642

Atom charges from the natural (NBO) analysis, given in e for atoms 1 to 5: atom 1 (C): -0.768, atom 2 (C): -0.621, atom 3 (P): 0.312, atom 4 (S): -0.037, atom 5 (S): -0.044


Short version: 1 is the least stable of them.


1 | This record from OMol25 describes the molecule CHN3O. The level of theory is wB97M-V/def2-TZVPD.

Structure (XYZ):
```
6
Properties=species:S:1:pos:R:3
C -0.68268 0.26644 -0.01023
H -1.75604 0.59155 0.11601
N 0.48316 1.07507 -0.04094
N 1.43278 0.16519 -0.01457
N -0.43480 -1.05257 -0.05620
O 0.95758 -1.04569 0.00593
```

## Properties
- frontier orbital gap (eV) = 12.18
- E_LUMO (eV) = 0.0016
- SMILES = c1nnon1

Atom charges from the natural (NBO) analysis, given in e for atoms 1 to 5: atom 1 (C): 0.082, atom 2 (H): 0.236, atom 3 (N): -0.241, atom 4 (N): 0.148, atom 5 (N): -0.109


2 | This record from OMol25 describes the molecule CHN3O. The level of theory is wB97M-V/def2-TZVPD.

Structure (XYZ):
```
6
Properties=species:S:1:pos:R:3
C -0.70058 0.19980 0.01447
H -1.79341 0.40168 -0.00994
N 0.35598 1.04274 -0.02557
N 1.39763 0.34327 0.03296
N -0.27062 -1.04666 0.01119
O 1.01099 -0.94082 -0.02311
```

## Properties
- frontier orbital gap (eV) = 12.26
- E_LUMO (eV) = 0.3125
- SMILES = c1nnon1

Atom charges from the natural (NBO) analysis, given in e for atoms 1 to 5: atom 1 (C): 0.065, atom 2 (H): 0.233, atom 3 (N): -0.234, atom 4 (N): 0.120, atom 5 (N): -0.076


Short version: 1 is the least stable of them.


1 | This record from OMol25 describes a cluster of 2 separate species, C2H3BrClN in total. The level of theory is wB97M-V/def2-TZVPD.

Structure (XYZ):
```
8
Properties=species:S:1:pos:R:3
C 0.51073 0.74468 -0.84908
C -0.26456 -1.10317 1.02416
N 0.05685 1.37837 -1.79546
Cl -1.86853 -0.76672 1.63196
Br 1.16252 -0.63073 2.11919
H -0.20711 -1.85594 0.34073
H 1.48189 0.77976 -0.31357
H -0.87179 1.45374 -2.15793
```

## Properties
- frontier orbital gap (alpha / beta) (eV) = 8.56 / 7.67
- E_LUMO (alpha / beta) (eV) = 0.3969 / -0.0366

Atom charges from the natural (NBO) analysis, given in e for atoms 1 to 5: atom 1 (C): 0.162, atom 2 (C): -0.384, atom 3 (N): -0.638, atom 4 (Cl): 0.004, atom 5 (Br): 0.097


2 | This record from OMol25 describes a structure of composition C2H3BrClN. The level of theory is wB97M-V/def2-TZVPD.

Structure (XYZ):
```
8
Properties=species:S:1:pos:R:3
C 0.90176 -0.22484 0.60491
C -1.46720 0.24960 -1.05353
N 2.05561 -0.46404 0.26782
Cl -1.51253 1.92356 -0.61341
Br -2.65924 -0.71263 0.24729
H -0.30994 -0.12854 -0.46265
H 0.47296 -0.27563 1.61567
H 2.51858 -0.36747 -0.60611
```

## Properties
- frontier orbital gap (alpha / beta) (eV) = 7.64 / 7.09
- E_LUMO (alpha / beta) (eV) = -1.3611 / -1.4655

Atom charges from the natural (NBO) analysis, given in e for atoms 1 to 5: atom 1 (C): 0.168, atom 2 (C): -0.278, atom 3 (N): -0.573, atom 4 (Cl): -0.007, atom 5 (Br): -0.054


Short version: 2 is the least stable of them.